# C17H41Br2F3N9O6S

A cluster of 5 separate species, C17H41Br2F3N9O6S in total (ωB97M-V/def2-TZVPD, OMol25).

Each atom is followed by the atoms it is bonded to, with distances in Å.
CARTESIAN COORDINATES (ANGSTROEM)
1 C -4.807 -1.082 -0.021  O2 1.413, H23 1.093, H24 1.090, H25 1.096
2 O -4.333 -1.210 -1.345  C1 1.413, C3 1.414
3 C -2.934 -1.123 -1.532  O2 1.414, C4 1.526, H26 1.095, H27 1.096
4 C -2.560 0.126 -2.324  C3 1.526, C5 1.540, H28 1.086, H29 1.090
5 C -2.760 1.429 -1.527  C4 1.540, C6 1.538, H30 1.090, H31 1.089
6 C -1.471 2.258 -1.391  C5 1.538, C7 1.523, H32 1.095, H33 1.092
7 C -0.260 1.516 -0.843  C6 1.523, N8 1.500, H34 1.088, H35 1.087
8 N -0.238 1.323 0.644  C7 1.500, O9 1.398, C10 1.524, C14 1.517
9 O -1.375 0.592 1.002  N8 1.398, H36 0.973
10 C 0.988 0.491 1.000  N8 1.524, C11 1.535, H37 1.088, H38 1.091
11 C 0.851 -0.986 0.605  C10 1.535, C12 1.540, H39 1.088, H40 1.090
12 C 0.581 -1.904 1.811  C11 1.540, S13 1.824, H41 1.091, H42 1.088
13 S -0.740 -3.132 1.542  C12 1.824, H43 1.339
14 C -0.124 2.655 1.362  N8 1.517, C15 1.545, H44 1.087, H45 1.084
15 C -1.405 3.173 2.054  C14 1.545, C16 1.532, H46 1.087, H47 1.083
16 C -1.024 3.748 3.422  C15 1.532, F17 1.358, Br18 1.938, C19 1.584
17 F -0.004 4.632 3.274  C16 1.358
18 Br -2.556 4.684 4.153  C16 1.938
19 C -0.592 2.595 4.418  C16 1.584, F20 1.319, F21 1.363, Br22 1.944
20 F -1.117 2.699 5.624  C19 1.319
21 F -1.006 1.399 3.913  C19 1.363
22 Br 1.339 2.462 4.593  C19 1.944
23 H -5.038 -2.060 0.410  C1 1.093
24 H -5.707 -0.467 -0.031  C1 1.090
25 H -4.076 -0.596 0.635  C1 1.096
26 H -2.401 -1.174 -0.576  C3 1.095
27 H -2.618 -1.994 -2.117  C3 1.096
28 H -1.539 0.000 -2.674  C4 1.086
29 H -3.198 0.116 -3.208  C4 1.090
30 H -3.507 2.051 -2.022  C5 1.090
31 H -3.164 1.223 -0.537  C5 1.089
32 H -1.677 3.161 -0.807  C6 1.095
33 H -1.193 2.608 -2.387  C6 1.092
34 H 0.654 2.057 -1.082  C7 1.088
35 H -0.191 0.539 -1.316  C7 1.087
36 H -1.311 0.433 1.960  O9 0.973
37 H 1.860 0.959 0.545  C10 1.088
38 H 1.115 0.562 2.081  C10 1.091
39 H 0.098 -1.123 -0.168  C11 1.088
40 H 1.804 -1.281 0.164  C11 1.090
41 H 0.296 -1.334 2.697  C12 1.091
42 H 1.489 -2.445 2.070  C12 1.088
43 H -0.769 -3.093 0.203  S13 1.339
44 H 0.191 3.393 0.630  C14 1.087
45 H 0.695 2.569 2.068  C14 1.084
46 H -1.839 3.980 1.470  C15 1.087
47 H -2.156 2.415 2.236  C15 1.083
48 C 4.132 -1.011 5.084  O49 1.215, N50 1.368, N51 1.374
49 O 4.812 -1.951 4.725  C48 1.215
50 N 4.311 0.256 4.602  C48 1.368, H52 1.000, H53 1.005
51 N 3.116 -1.150 5.998  C48 1.374, H54 1.003, H55 1.002
52 H 3.734 1.030 4.864  N50 1.000
53 H 5.038 0.414 3.926  N50 1.005
54 H 2.968 -2.065 6.380  N51 1.003
55 H 2.556 -0.386 6.326  N51 1.002
56 C 4.972 3.249 1.833  O57 1.223, N58 1.368, N59 1.361
57 O 4.847 2.094 2.215  C56 1.223
58 N 4.291 4.272 2.433  C56 1.368, H60 1.002, H61 1.001
59 N 5.775 3.595 0.790  C56 1.361, H62 1.003, H63 1.002
60 H 4.341 5.231 2.148  N58 1.002
61 H 3.730 4.010 3.219  N58 1.001
62 H 6.294 2.860 0.346  N59 1.003
63 H 5.899 4.539 0.475  N59 1.002
64 C -0.856 -1.427 -5.392  O65 1.226, N66 1.365, N67 1.360
65 O -0.529 -1.194 -4.234  C64 1.226
66 N -0.218 -0.861 -6.458  C64 1.365, H68 1.003, H69 1.002
67 N -1.876 -2.275 -5.692  C64 1.360, H70 1.007, H71 1.003
68 H -0.473 -1.038 -7.411  N66 1.003
69 H 0.544 -0.240 -6.264  N66 1.002
70 H -2.359 -2.716 -4.926  N67 1.007
71 H -2.164 -2.490 -6.628  N67 1.003
72 C -1.099 -5.990 -4.760  O73 1.221, N74 1.365, N75 1.367
73 O -2.175 -5.486 -4.480  C72 1.221
74 N -0.850 -7.321 -4.594  C72 1.365, H76 1.002, H77 1.003
75 N -0.063 -5.252 -5.262  C72 1.367, H78 1.003, H79 1.002
76 H 0.024 -7.755 -4.820  N74 1.002
77 H -1.596 -7.885 -4.231  N74 1.003
78 H -0.233 -4.271 -5.387  N75 1.003
79 H 0.832 -5.632 -5.501  N75 1.002

Maximum force, eV Å⁻¹: 1.1
Multiplicity: 1
LUMO level, eV: -2.62
Calculated total energy, eV: -203058.286
Net charge: +1
HOMO level, eV: -11.46